(1)
Below is a molecular structure, C11H27BaO13 at a distorted geometry, with properties calculated with wB97M-V/def2-TZVPD.

Structure (XYZ):
```
52
Properties=species:S:1:pos:R:3:forces:R:3
Ba -1.2019 -0.9105 -3.3454 1.36 -1.69 2.52
O 0.0346 -5.4686 -2.8463 -0.06 -0.37 -0.73
C -0.4320 -4.2304 -3.0409 -1.01 3.48 3.04
O -0.9709 -3.6394 -2.0633 -0.28 -0.88 -0.57
O -0.2244 -3.5800 -4.0914 0.45 -0.19 -2.33
H 0.3946 -5.6767 -3.7116 0.36 -0.48 -0.21
O -1.0580 -0.1452 3.2156 1.63 2.02 -1.09
C -1.8877 -1.1492 3.4636 -0.62 -6.73 -2.48
O -2.8134 -0.8741 4.1967 -2.64 1.61 2.42
O -1.7472 -2.2525 2.8640 1.10 1.22 0.44
H -1.7512 0.4146 3.5731 0.52 2.18 0.64
O 0.8324 -0.0779 0.6339 0.55 0.55 0.56
C 0.3022 -0.5237 -0.4895 -0.87 -1.68 -1.73
O 0.8979 -0.3626 -1.5716 1.14 1.25 -2.09
O -0.7444 -1.1715 -0.4162 -1.55 0.26 -0.13
H 0.2309 -0.5558 1.2096 -0.48 0.12 1.69
C 5.1317 0.1323 -1.8894 0.74 -0.11 1.93
C 3.9810 1.1106 -1.8377 -0.26 -1.39 -0.67
O 3.2283 0.6989 -2.9482 -1.11 0.93 -1.87
H 4.8588 -0.9175 -1.7817 -0.68 0.08 -0.11
H 5.7250 0.2913 -0.9889 0.83 0.13 -0.18
H 5.6923 0.1849 -2.8227 0.07 0.46 0.18
H 4.3230 2.1410 -1.9345 -0.08 0.04 -0.26
H 3.2727 1.0470 -1.0117 0.68 -0.06 0.73
H 2.6547 -0.0104 -2.6493 -0.38 0.00 0.32
C 2.8986 -2.3360 3.9500 -0.49 0.80 0.76
C 2.2139 -1.2277 3.1483 0.61 -1.25 1.72
O 3.0044 -0.9561 2.0390 -0.07 0.34 -0.60
H 3.8447 -1.9793 4.3571 0.46 -0.07 -0.59
H 2.9985 -3.2802 3.4148 -0.05 0.09 0.15
H 2.3260 -2.4021 4.8752 -0.38 -0.76 -0.03
H 2.1432 -0.3904 3.8426 -0.05 0.53 -0.09
H 1.1865 -1.5221 2.9344 -0.04 -0.11 -0.37
H 2.3541 -0.5995 1.4294 0.36 0.31 -0.81
C -1.5216 4.0110 -1.7840 -0.66 -1.17 0.35
C -0.9886 2.5609 -1.8927 0.59 1.48 0.05
O -2.0421 1.6867 -2.2179 -0.02 -0.83 -1.49
H -0.7717 4.7349 -1.4652 -0.11 -0.05 -0.13
H -2.3592 3.9698 -1.0877 0.20 0.27 0.56
H -2.0456 4.2868 -2.6991 0.55 0.16 -0.35
H -0.4430 2.2177 -1.0137 -0.26 0.12 0.27
H -0.2393 2.5639 -2.6843 -0.11 -0.41 -0.31
H -2.5603 1.4756 -1.4379 0.11 -0.12 0.94
C -5.2345 1.2381 0.5086 0.83 -0.16 -0.98
C -3.8513 1.8778 0.9015 -2.60 -1.10 0.32
O -2.8032 1.0772 0.3696 -0.49 0.87 0.44
H -6.1495 1.7926 0.7168 0.29 0.30 0.30
H -5.3456 0.2180 0.8763 0.22 0.15 0.51
H -5.2073 1.0789 -0.5694 -0.11 0.22 -0.34
H -3.8513 1.7659 1.9857 0.39 0.67 0.14
H -3.8223 2.9200 0.5834 0.29 0.00 0.02
H -2.4625 0.7432 1.2026 1.12 -1.02 -0.45
```
Forces are in eV/Å.

Properties
Kohn-Sham gap, eV: 5.0
F_max, Eh/bohr: 0.1401
ΔE to the lowest compared entry with this formula, charge and spin, kcal/mol: 95.1
Spin multiplicity: 1
Energy, hartree: -1439.08533
Charge: -1

(2)
Below is 2 unconnected molecules or ions with the total composition C11H27BrNO3P2 at a distorted geometry, with properties calculated with wB97M-V/def2-TZVPD.

Structure (XYZ):
```
45
Properties=species:S:1:pos:R:3:forces:R:3
C 0.7435 -2.9664 -2.6917 -0.39 0.39 -0.30
C -0.4669 -2.4533 -3.4855 0.48 0.00 0.75
C -0.5402 -0.9205 -3.4815 -0.25 -0.30 -0.24
C -1.4289 -0.3240 -4.5734 -0.08 0.36 0.50
P -1.1154 -0.2722 -1.8795 0.30 0.54 -0.43
P -3.3055 -0.5757 -1.7312 -1.19 -1.48 -0.41
N -3.6115 -1.9918 -2.3286 0.17 0.59 0.45
C -0.5363 1.4578 -1.6810 0.34 -0.41 0.86
Br -2.0448 2.5735 -1.1796 -0.02 -0.03 -0.07
C 0.5889 1.5171 -0.6186 -0.36 -0.14 -0.65
C 1.9383 1.1820 -1.2358 -0.02 0.22 0.35
H 1.6113 -2.3425 -2.8762 0.29 0.05 -0.06
H 0.9921 -3.9780 -2.9811 0.01 -0.25 0.10
H 0.5286 -2.9375 -1.6302 0.12 -0.17 0.31
H -0.4031 -2.8013 -4.5071 -0.12 0.06 -0.34
H -1.3676 -2.8453 -3.0309 -0.35 -0.23 -0.28
H 0.4682 -0.5239 -3.5993 0.19 0.15 0.11
H -1.3956 0.7628 -4.5314 0.02 0.21 -0.18
H -1.0843 -0.6384 -5.5469 0.07 -0.12 -0.25
H -2.4657 -0.6132 -4.4432 -0.19 -0.30 -0.14
H -0.5887 -1.0468 -0.8418 0.00 0.05 0.10
H -3.6443 -0.3923 -0.3786 0.31 0.50 0.01
H -3.8992 0.4717 -2.4504 0.42 0.29 0.13
H -4.0033 -2.6154 -1.6284 0.09 -0.21 -0.21
H -0.1418 1.7958 -2.6275 -0.19 0.21 -0.37
H 0.5892 2.5178 -0.2070 0.04 0.18 0.15
H 0.3494 0.8097 0.1643 0.03 0.09 0.51
H 2.1167 0.1141 -1.3005 -0.01 -0.21 -0.22
H 2.0398 1.6576 -2.2044 0.13 -0.04 -0.28
H 2.7154 1.5915 -0.6023 0.22 -0.03 0.12
C 2.2030 -0.0770 6.5451 -0.24 -0.05 -0.12
C 2.8290 0.6520 5.3765 0.25 -0.01 0.35
O 2.0510 0.5155 4.1694 -0.13 -0.05 -0.08
C 0.9511 1.2553 4.1079 0.23 0.14 0.00
O 0.5670 2.0543 4.9178 -0.06 -0.09 -0.04
O 0.3380 0.9875 2.9402 -0.04 -0.06 -0.09
C -0.8893 1.6912 2.7526 -0.10 0.01 -0.04
H 2.0457 -1.1277 6.2983 0.09 -0.01 0.02
H 2.8551 -0.0158 7.4151 0.04 0.00 -0.01
H 1.2393 0.3536 6.8106 0.02 0.08 0.02
H 3.7945 0.2140 5.1344 -0.04 -0.01 -0.15
H 2.9829 1.7084 5.5928 -0.14 0.03 -0.04
H -0.7515 2.7657 2.8524 0.02 0.00 0.10
H -1.6440 1.3459 3.4572 0.03 0.07 0.07
H -1.2103 1.4643 1.7392 -0.02 -0.04 -0.02
```
Forces are in eV/Å.

Properties
Kohn-Sham gap, eV: 9.4
F_max, Eh/bohr: 0.0378
Spin multiplicity: 1
Energy, hartree: -3972.23951
Charge: +1

(3)
Below is 3 unconnected molecules or ions with the total composition C11H27ClFN2O7PS at a distorted geometry, with properties calculated with wB97M-V/def2-TZVPD.

Structure (XYZ):
```
51
Properties=species:S:1:pos:R:3:forces:R:3
H -2.3723 -5.0617 -1.8588 0.22 -0.51 -0.02
N -1.6882 -5.2241 -1.1049 -0.51 1.96 0.30
C -1.5758 -4.0952 -0.4969 0.79 -0.17 0.72
C -0.6322 -3.9860 0.7585 -0.56 0.45 0.06
C -2.3770 -2.7819 -0.9064 1.86 -1.55 -0.49
N -2.9440 -2.2311 0.3587 -1.04 0.74 -0.64
P -4.6907 -2.4538 0.5285 -1.56 -0.73 1.97
O -4.8622 -4.1373 0.7418 1.35 2.20 -0.98
Cl -5.6885 -2.0589 -1.2782 0.95 -0.50 0.22
S -2.4512 -0.6301 0.6512 3.70 4.38 -3.34
O -0.9870 -0.5023 0.3983 -3.28 -1.62 1.69
O -3.1228 0.3734 -0.2221 -0.19 -2.87 3.13
F -2.6511 -0.3002 2.2546 -0.40 -1.27 -2.71
H -0.3456 -2.9174 0.9678 -0.16 -1.06 -0.42
H 0.2821 -4.6162 0.6521 -0.84 0.49 -0.14
H -1.1757 -4.3315 1.6861 0.41 0.22 -1.02
H -1.6848 -2.0752 -1.4399 -0.60 -0.51 0.79
H -3.1482 -3.0950 -1.6580 0.25 0.58 0.89
H -4.0261 -4.5932 0.5307 -0.35 -0.19 0.00
C -2.1144 3.5862 -0.5326 0.06 -0.04 -0.20
O -0.8645 4.2305 -0.7435 -0.19 0.00 0.31
C -0.6608 5.3244 0.1436 0.44 -0.16 -0.28
C 0.2694 4.9454 1.2867 -0.45 0.19 0.20
O -0.3297 3.9769 2.1381 0.14 -0.15 -0.24
C 0.1583 2.6670 1.8943 -0.07 0.01 0.14
H -2.1057 2.6375 -1.0688 0.08 0.09 -0.01
H -2.2963 3.3822 0.5247 0.02 0.04 0.01
H -2.9239 4.2059 -0.9320 -0.08 -0.01 0.08
H -1.6155 5.6993 0.5254 0.03 -0.06 0.08
H -0.1931 6.1257 -0.4375 -0.01 0.03 0.04
H 0.4582 5.8349 1.8957 0.03 0.02 -0.03
H 1.2310 4.5876 0.9054 -0.06 -0.02 -0.07
H 1.1689 2.5646 2.3039 0.05 -0.08 -0.07
H 0.1647 2.4245 0.8286 0.00 0.03 0.00
H -0.4968 1.9607 2.4054 0.00 0.08 0.03
C 4.8303 -0.1648 -2.1389 0.14 0.08 0.08
O 4.5047 0.4934 -0.9251 -0.17 -0.19 -0.20
C 3.1132 0.7764 -0.8152 0.25 0.02 0.47
C 2.4139 -0.2212 0.0954 -0.32 0.07 -0.43
O 2.4050 -1.5272 -0.4744 0.25 0.02 0.13
C 3.3904 -2.3748 0.0933 -0.14 -0.07 -0.09
H 5.8461 -0.5527 -2.0519 -0.03 0.09 0.05
H 4.1569 -1.0005 -2.3424 -0.04 0.03 0.00
H 4.7966 0.5464 -2.9702 -0.03 -0.07 -0.09
H 2.6408 0.8014 -1.8019 -0.02 -0.08 0.03
H 3.0241 1.7745 -0.3746 -0.06 0.00 -0.01
H 1.3698 0.0824 0.2119 0.03 0.02 0.03
H 2.8746 -0.2326 1.0884 0.08 0.01 -0.06
H 3.0802 -2.6871 1.0960 0.11 -0.01 0.06
H 4.3671 -1.8879 0.1450 -0.03 0.03 0.03
H 3.4780 -3.2615 -0.5359 -0.09 0.05 0.00
```
Forces are in eV/Å.

Properties
Kohn-Sham gap, eV: 8.6
F_max, Eh/bohr: 0.1290
Spin multiplicity: 1
Energy, hartree: -2370.99547
SMILES string: [H]/N=C(/C)CN(P(O)Cl)S(=O)(=O)F.COCCOC.COCCOC

(4)
Below is a molecular structure, C11H27ClIInN2OP2S at a distorted geometry, with properties calculated with wB97M-V/def2-TZVPD.

Structure (XYZ):
```
47
Properties=species:S:1:pos:R:3:forces:R:3
C -2.1151 -1.7737 -4.9438 -0.74 -0.28 -0.47
C -1.8428 -1.3332 -3.5413 0.76 0.74 1.66
H -3.2079 -1.9528 -5.0487 0.55 0.04 0.04
H -1.5588 -2.7054 -5.2130 -0.32 0.66 0.60
H -1.8063 -1.0246 -5.7145 -0.11 -0.26 0.96
O -2.3132 -1.0689 -2.4729 -0.03 -0.79 -2.49
I 2.4682 -0.7617 -4.2260 -0.67 -0.23 -0.63
In 0.4738 -0.5772 -2.2710 0.73 0.41 1.54
P -0.1873 1.8837 -1.4053 -0.51 1.51 0.37
C -1.3734 2.3432 -0.0686 -0.19 -0.85 0.32
C 1.2275 3.0286 -1.1784 0.30 -0.74 -0.01
H 0.9841 4.0690 -1.4207 -0.24 -0.33 -0.01
H -0.8756 3.6824 -2.9165 -0.03 -0.26 0.08
H 2.0196 2.6654 -1.8325 0.20 0.24 -0.02
H -0.6536 2.0992 -3.7102 -0.12 0.33 -0.30
H -1.0369 2.0489 0.9384 -0.03 0.03 -0.55
H 1.5880 2.9311 -0.1508 -0.06 0.03 -0.22
C -1.0589 2.6051 -2.8317 0.06 -0.28 -0.52
H -1.5665 3.4337 -0.0589 0.24 -0.52 -0.38
H -2.1397 2.4289 -2.8032 0.21 -0.06 0.10
H -2.3108 1.8040 -0.2890 0.22 0.34 0.17
P 0.3406 -2.3070 -0.1563 -0.18 -1.16 1.39
C -0.8025 -2.2064 1.2949 -0.32 1.00 0.02
C -0.2257 -3.8665 -0.8826 0.03 -0.11 -0.76
H 2.6994 -2.6156 -0.1643 0.25 -0.16 0.12
H 2.0072 -3.8337 0.9468 -0.44 0.28 -0.24
H 2.1937 -2.1074 1.4336 -0.16 -0.12 -0.25
C 1.9521 -2.7891 0.6109 0.20 0.71 -0.47
H 0.1032 -3.8295 -1.9220 -0.04 -0.52 -0.11
H 0.2164 -4.7393 -0.3922 -0.08 0.23 -0.04
H -0.6921 -3.0588 1.9947 0.26 0.25 -0.67
H -1.8595 -2.1643 0.9809 0.45 -0.05 -0.04
H -1.3147 -3.9605 -0.8697 0.12 0.12 0.02
H -0.5829 -1.2736 1.8378 -0.12 -0.40 -0.14
Cl 3.0856 -0.1217 -1.6743 -0.24 0.13 0.71
S 1.5521 0.6111 1.3146 -0.36 0.03 0.42
C 0.6690 0.9544 2.7238 -0.35 0.03 0.90
N 0.1067 2.1474 3.0453 1.04 1.03 -1.17
C -0.4404 2.1909 4.3986 -0.38 0.48 -0.02
C -0.3013 0.7386 4.8660 -0.34 -0.36 0.30
N 0.3715 0.1060 3.7391 1.04 -0.96 -0.74
H 0.4668 3.0079 2.5799 -0.51 -1.23 0.64
H -1.5060 2.4373 4.3415 0.27 0.21 0.14
H 0.0744 2.9495 5.0030 -0.09 -0.38 -0.05
H -1.3055 0.3153 4.9707 0.24 -0.08 0.18
H 0.2458 0.5884 5.8053 -0.07 0.17 -0.30
H 0.7966 -0.8342 3.7898 -0.44 1.11 -0.07
```
Forces are in eV/Å.

Properties
Kohn-Sham gap (spin up / spin down), eV: 5.6 / 6.1
F_max, Eh/bohr: 0.0509
Spin multiplicity: 1
Energy, hartree: -2648.43380
Charge: +2

(5)
Below is a molecular structure, C11H27ClIN2OP2Rh at a distorted geometry, with properties calculated with wB97M-V/def2-TZVPD.

Structure (XYZ):
```
46
Properties=species:S:1:pos:R:3:forces:R:3
C 0.0160 0.9218 -4.0200 -0.07 -1.24 -3.18
C 0.0198 1.1481 -2.5993 0.04 3.50 2.59
H 0.0152 1.7456 -4.7940 0.05 0.02 1.65
H -0.9558 0.3767 -4.2344 1.47 -0.14 0.08
H 0.9714 0.3515 -4.2426 -1.47 -0.06 0.09
O 0.0332 2.1929 -1.9940 -0.05 -2.83 -1.01
I -0.0293 -2.9017 -2.6671 -0.01 -0.30 0.06
Rh -0.0204 -0.7907 -1.1859 0.17 1.08 1.45
P 2.1986 -0.1397 -0.7579 2.00 -0.23 0.76
C 2.5540 1.3455 0.2410 -0.36 0.37 0.02
C 3.0603 -1.4725 0.1625 -0.40 0.07 0.01
H 4.1528 -1.3729 0.0361 -0.49 0.01 0.00
H 4.2691 0.2977 -2.0478 -0.49 -0.18 0.21
H 2.6911 -2.4299 -0.2271 0.35 0.14 0.25
H 3.1175 -0.8333 -2.8404 0.16 0.13 0.01
H 2.3585 1.1290 1.2981 0.04 0.10 -0.38
H 2.7887 -1.3880 1.2296 0.12 -0.18 -0.51
C 3.2044 0.0798 -2.2408 -0.11 -0.03 -0.62
H 3.6121 1.6293 0.1335 -0.29 -0.27 -0.14
H 2.8021 0.9092 -2.8252 0.10 0.04 -0.06
H 1.9326 2.1970 -0.0728 0.19 -0.24 0.14
P -2.2195 -0.0929 -0.7475 -1.92 -0.18 0.80
C -2.5264 1.3769 0.2918 0.21 0.46 0.05
C -3.2006 0.1893 -2.2402 0.12 -0.08 -0.62
H -2.7341 -2.3888 -0.2508 -0.37 0.19 0.27
H -4.1969 -1.3272 0.0107 0.56 0.00 0.02
H -2.8442 -1.3636 1.2208 -0.12 -0.16 -0.60
C -3.1035 -1.4327 0.1466 0.32 0.05 0.00
H -3.1322 -0.7148 -2.8581 -0.15 0.15 0.06
H -4.2635 0.4351 -2.0669 0.52 -0.18 0.23
H -3.5659 1.7249 0.1496 0.39 -0.32 -0.10
H -1.8518 2.2059 0.0195 -0.24 -0.33 0.19
H -2.7586 1.0110 -2.8088 -0.12 0.04 0.00
H -2.3949 1.1257 1.3566 0.05 0.12 -0.55
Cl -0.0087 -2.6297 0.7094 -0.08 -0.37 -1.41
C 1.1457 0.4189 4.1399 1.03 0.30 0.02
N -0.0112 -0.1135 3.4118 0.07 -0.17 -1.12
C -1.1710 -0.6581 4.1531 -0.27 -0.27 -0.43
C 0.0151 -0.0423 2.0958 -0.26 0.40 -1.10
N 0.0342 0.1048 0.9204 -0.15 0.40 2.72
H 0.9195 0.3115 5.2144 0.24 0.49 -0.59
H 1.3701 1.4603 3.8086 -0.46 -0.56 0.67
H 2.0806 -0.1440 3.9404 -0.65 -0.06 0.07
H -2.0823 -0.0918 3.9236 0.31 0.11 0.39
H -1.3767 -1.6946 3.8966 0.24 -0.13 -0.25
H -0.9151 -0.6659 5.2113 -0.21 0.35 -0.13
```
Forces are in eV/Å.

Properties
Kohn-Sham gap (spin up / spin down), eV: 7.1 / 5.4
F_max, Eh/bohr: 0.0846
ΔE to the lowest compared entry with this formula, charge and spin, kcal/mol: 7.6
Spin multiplicity: 5
Energy, hartree: -2170.55650
Charge: +2
Expectation value of S²: 6.02

(6)
Below is a molecular structure, C11H27I2OP2Ti at a distorted geometry, with properties calculated with wB97M-V/def2-TZVPD.

Structure (XYZ):
```
44
Properties=species:S:1:pos:R:3:forces:R:3
I 2.5396 2.5400 0.9445 0.61 0.10 -1.22
I 3.9042 2.8429 -1.5164 -0.87 -0.26 1.38
Ti -0.5257 -0.2984 0.5733 -3.84 -2.11 3.07
P 1.3751 -1.8564 0.9309 2.76 -1.39 -1.02
C 3.0020 -1.0244 0.8592 -0.21 0.40 0.40
C 1.3242 -2.8971 2.4345 -0.74 0.71 0.34
H 1.9696 -3.7756 2.3376 -0.06 0.19 -0.27
H 2.2307 -3.8794 -0.1757 -0.17 0.32 0.15
H 0.2871 -3.2002 2.6042 0.17 -0.26 0.12
H 0.6071 -3.4317 -0.7798 0.31 -0.20 0.10
H 3.0098 -0.2287 1.6093 0.34 -0.31 0.03
H 1.6455 -2.2992 3.2903 0.00 -0.07 0.01
C 1.5758 -3.0416 -0.4543 -0.56 0.05 -0.46
H 3.8323 -1.7305 1.0140 -0.38 0.11 0.01
H 2.0284 -2.5304 -1.3139 -0.07 -0.04 0.21
H 3.1142 -0.5248 -0.1106 0.03 -0.25 0.11
P -1.7416 1.7130 -0.2552 -0.51 2.07 -2.36
C -0.6531 3.1390 -0.6233 0.03 -0.08 0.52
C -2.3988 1.4057 -1.9523 0.14 -0.52 -0.16
H -3.7654 1.4561 1.0677 -0.08 0.19 -0.08
H -3.8523 2.9250 0.0439 0.31 -0.16 -0.13
H -2.8499 2.8986 1.5223 -0.11 0.01 -0.02
C -3.2014 2.3071 0.6727 0.36 -0.41 0.90
H -2.8330 0.4120 -2.0893 -0.10 0.31 0.04
H -3.1722 2.1441 -2.1958 0.23 -0.01 0.19
H -1.2339 3.9800 -1.0317 0.11 -0.31 0.15
H 0.1218 2.8289 -1.3366 -0.29 0.13 0.06
H -1.5777 1.5063 -2.6707 -0.11 0.05 0.09
H -0.1379 3.4209 0.2991 -0.22 0.29 -0.22
C 0.5806 0.1601 -0.9931 4.95 2.21 -7.33
O 1.2142 0.4439 -1.9459 -3.43 -1.69 5.00
C -4.1033 -1.3662 -0.3405 -0.01 0.60 -0.22
C -2.7783 -1.6902 0.3844 -0.61 -1.01 0.34
C -2.9817 -3.0149 1.1577 0.23 -0.16 0.49
C -1.6183 -1.6599 -0.5733 1.07 0.88 -0.16
H -4.1110 -1.8983 -1.3038 -0.13 0.19 0.30
H -4.1656 -0.2845 -0.5198 -0.30 -0.34 -0.16
H -4.9799 -1.6886 0.2501 0.54 0.25 -0.24
H -2.6351 -0.8878 1.1733 -0.01 0.30 0.22
H -2.9922 -3.9145 0.5140 0.21 0.61 0.05
H -2.2276 -3.1356 1.9438 -0.02 -0.24 -0.14
H -3.9613 -3.0086 1.6650 0.48 0.18 -0.16
H -1.1984 -2.5959 -0.9377 -0.11 0.07 0.13
H -1.8026 -0.9622 -1.4047 0.06 -0.37 -0.05
```
Forces are in eV/Å.

Properties
Kohn-Sham gap, eV: 4.7
F_max, Eh/bohr: 0.1774
Spin multiplicity: 1
Energy, hartree: -2636.97142
Charge: +3

- The highest spin multiplicity belongs to which entry?
  C11H27ClIN2OP2Rh

- Among the records above, which one has the lowest F_max?
  C11H27BrNO3P2